118
Properties=species:S:1:pos:R:3:forces:R:3:lowdin_charge:R:1 method="wB97M-V/def2-TZVPD" gap_ha=0.23986 multiplicity=1 charge=+1 molar_mass_g_mol=1069.98 de_lowest_kj_mol=14.6 lumo_energy_ev=-3.11
Ta 0.198257 0.098572 -1.256876 1.002 1.445 0.426 1.613
S 0.914342 1.346893 0.795376 -0.187 -0.159 0.212 0.747
S 1.010936 0.349084 -3.599504 -0.340 -0.319 -0.066 0.760
P -2.919966 0.630962 0.129572 -0.303 -0.133 -0.054 0.485
P -1.326391 -0.999349 1.913332 -0.018 -0.213 -0.011 0.456
O -1.700586 1.181682 -0.524814 -0.030 -0.370 -0.362 -0.394
O -4.162975 1.581663 0.027053 0.219 0.155 0.107 -0.163
O -2.232611 -2.255357 2.162487 -0.251 0.335 0.294 -0.168
O -0.660551 -1.778382 -1.968952 0.090 -0.639 -0.056 -0.140
O -1.537944 -0.015174 -2.694218 -0.070 -0.171 -0.567 -0.200
O -0.312781 -0.794213 3.069791 0.037 -0.144 -0.017 -0.187
O -0.673036 -1.144723 0.586845 0.090 0.043 -0.140 -0.383
O -3.373564 -0.728172 -0.467100 0.020 0.069 0.001 -0.166
O -1.786231 -1.866461 -3.840238 -0.096 0.144 0.509 0.168
N 1.631400 -1.074125 -0.894305 -0.079 -0.251 0.377 -0.089
N 3.034743 1.386260 -1.527298 -0.050 -0.004 -0.030 -0.199
N -1.374692 -1.268992 -2.899641 -0.109 0.241 -0.133 -0.534
N 0.193215 2.682112 -1.765275 -0.108 -0.076 0.084 -0.228
C -0.720835 4.721260 -0.657794 0.017 -0.044 -0.012 -0.028
C -1.037791 5.433179 0.491340 0.003 0.018 0.025 -0.078
C -5.451969 -0.908944 -1.696802 -0.041 0.001 -0.002 -0.025
C -4.703496 3.490475 1.398988 -0.006 0.056 0.016 -0.028
C 4.650310 0.140232 -5.236443 0.050 -0.016 -0.018 -0.079
C 3.589405 0.975802 -2.794174 -0.029 -0.028 -0.009 -0.270
C 1.496153 3.181357 -2.308335 0.004 0.067 -0.052 -0.168
C 3.036932 -3.396997 -4.215419 -0.025 0.011 -0.015 -0.063
C -2.485204 0.385837 1.854137 -0.179 -0.030 -0.036 -0.199
C 4.462738 -2.883730 -1.887367 -0.032 0.036 -0.027 -0.032
C 3.297901 0.014028 -4.984572 -0.013 -0.007 0.026 -0.116
C 2.380011 -2.885559 -3.107981 0.020 0.018 -0.009 -0.029
C -4.671958 -1.413077 -0.504606 0.044 -0.014 -0.023 -0.382
C 4.950262 1.107132 -3.065052 -0.061 0.004 0.025 -0.023
C 5.120773 -3.353940 -3.012092 0.010 0.002 0.034 -0.063
C 0.150601 2.917985 0.676695 -0.021 0.029 -0.209 -0.554
C 2.598787 -2.776886 0.543587 0.013 0.004 -0.027 -0.153
C 3.092267 -2.633418 -1.939560 0.007 -0.064 0.008 -0.187
C 2.520818 -2.093124 1.754219 -0.026 -0.026 0.015 -0.018
C -0.172749 3.638364 1.824785 0.014 -0.014 0.012 -0.106
C -0.141912 3.461284 -0.575065 0.042 -0.071 0.128 -0.294
C -0.128810 -0.271221 4.426129 0.002 -0.058 -0.066 -0.376
C 2.882002 -4.144352 0.537377 0.004 -0.011 0.001 -0.013
C -0.839756 -4.054180 3.055866 0.030 -0.027 0.011 -0.032
C 5.482677 0.688726 -4.272226 0.023 0.001 -0.006 -0.073
C 1.163901 0.517916 4.418380 -0.064 -0.024 0.049 -0.037
C -2.664936 -2.987691 4.459061 -0.091 -0.006 -0.017 -0.026
C -1.292720 0.567978 4.946963 -0.091 0.027 -0.028 -0.019
C 2.757083 0.424505 -3.766087 0.064 0.015 0.091 -0.536
C -0.826097 2.907665 -2.818835 -0.033 0.021 -0.043 -0.100
C 3.084161 -4.824060 1.726454 0.004 -0.021 -0.042 -0.060
C -2.200238 -3.390495 3.079985 0.144 -0.107 -0.203 -0.396
C -4.501826 3.665502 -1.119948 -0.010 0.030 0.014 -0.022
C 2.705752 2.813436 -1.480644 0.081 0.081 0.008 -0.176
C 2.757522 -2.773826 2.937829 -0.041 0.048 0.013 -0.078
C 3.036670 -4.133855 2.926999 -0.020 -0.001 0.061 -0.073
C -3.976340 3.046260 0.152571 -0.004 -0.086 0.031 -0.411
C 2.383004 -2.090383 -0.750261 -0.001 0.167 -0.339 -0.236
C 3.914951 1.039411 -0.413625 0.096 -0.072 0.016 -0.108
C -0.765717 4.887682 1.736410 -0.024 0.050 -0.015 -0.081
C 4.405112 -3.620356 -4.171378 0.023 -0.009 -0.033 -0.070
C -5.404715 -1.292523 0.813199 -0.058 -0.028 -0.001 -0.036
H 2.641597 -0.413471 -5.731363 -0.024 -0.003 0.007 0.105
H -4.598430 4.569398 1.517680 0.006 0.000 -0.002 0.093
H -5.574734 3.494099 -1.214772 -0.005 -0.015 0.001 0.093
H -2.903079 3.233463 0.249206 -0.025 0.014 -0.025 0.110
H -3.656364 -2.535323 4.427112 0.007 0.013 -0.007 0.089
H -6.311730 -1.896243 0.765145 0.010 0.002 0.001 0.097
H -0.100281 -3.479047 3.613539 0.011 0.047 0.002 0.071
H 3.292929 -5.885351 1.714007 0.002 -0.002 -0.004 0.111
H -0.911767 -5.045690 3.504812 0.010 0.021 0.020 0.096
H -5.765761 3.253693 1.331492 -0.002 -0.010 -0.015 0.092
H -1.900404 0.985105 4.147846 0.109 0.007 0.057 0.054
H -4.370468 -2.449456 -0.659244 -0.031 0.025 -0.017 0.151
H -4.003056 3.244510 -1.991874 0.007 -0.003 -0.004 0.078
H -6.352343 -1.511379 -1.822270 0.005 -0.002 0.005 0.095
H -5.749151 0.130173 -1.555403 0.008 0.007 0.011 0.082
H 1.062445 1.406498 3.798102 -0.012 0.021 -0.020 0.054
H -0.765684 3.923646 -3.214793 0.016 -0.005 0.005 0.094
H -0.484792 -4.167875 2.031688 -0.009 -0.015 -0.017 0.094
H -0.899315 1.411247 5.513379 -0.012 -0.031 0.052 0.090
H 5.055275 -0.194186 -6.182516 -0.001 0.000 -0.004 0.108
H 3.220454 -4.654491 3.858187 -0.002 0.006 0.001 0.110
H 1.433282 4.273059 -2.377577 -0.014 -0.014 0.033 0.136
H 2.730077 -2.251408 3.883497 -0.007 0.085 0.054 0.098
H 2.480442 -3.610815 -5.118509 -0.004 0.000 -0.003 0.113
H 1.593874 2.800848 -3.323352 0.005 -0.030 0.019 0.091
H -4.794918 -1.669553 1.634185 0.026 0.005 0.012 0.069
H 6.543900 0.789010 -4.457060 0.002 0.011 0.000 0.106
H -4.858043 -0.987968 -2.606406 0.014 0.001 -0.004 0.088
H 3.369210 1.151249 0.521501 0.044 -0.008 -0.043 0.021
H 1.993658 -0.066763 4.035062 0.063 -0.100 -0.064 0.066
H 6.188853 -3.523459 -2.980776 0.001 -0.002 -0.001 0.108
H -1.813503 2.736834 -2.401075 0.007 -0.021 -0.014 0.072
H 2.540347 3.078123 -0.435122 0.013 0.017 -0.020 0.099
H 2.291778 -1.034757 1.753990 -0.012 0.034 -0.014 0.081
H -1.969945 -2.290156 4.915583 0.115 0.124 0.080 0.058
H 1.317473 -2.689108 -3.135845 -0.013 -0.010 -0.004 0.092
H -0.935467 5.163208 -1.620514 -0.008 0.003 0.000 0.113
H 2.935937 -4.674533 -0.403913 -0.008 -0.002 0.005 0.124
H 5.605922 1.537487 -2.320738 0.015 0.012 0.021 0.109
H -3.360935 0.213537 2.479321 0.023 -0.003 0.037 0.091
H 4.244697 0.006338 -0.521540 -0.003 0.005 0.001 0.086
H 4.918094 -4.004319 -5.043592 -0.001 -0.001 -0.002 0.108
H 3.554094 3.417900 -1.833423 -0.005 -0.022 -0.010 0.140
H -4.292371 3.013215 2.289311 0.007 -0.010 0.005 0.078
H -0.017269 -1.176405 5.027565 0.053 0.106 0.038 0.133
H 1.396623 0.825028 5.439028 0.001 -0.021 -0.008 0.098
H -1.006803 5.435907 2.637745 -0.004 0.002 0.007 0.109
H 0.051730 3.213837 2.795856 0.011 -0.015 0.000 0.091
H -2.938763 -4.057737 2.634811 0.034 -0.012 -0.009 0.146
H -1.490204 6.412391 0.408329 0.002 0.003 -0.002 0.109
H -4.324731 4.741637 -1.106966 0.003 -0.001 0.016 0.093
H -1.950625 0.007514 5.606822 -0.059 -0.094 -0.025 0.082
H 4.805223 1.678160 -0.360664 -0.024 0.009 -0.027 0.091
H -2.714123 -3.869402 5.098973 -0.012 -0.012 -0.030 0.098
H -0.645945 2.217663 -3.637170 -0.010 0.016 0.006 0.034
H -1.968749 1.302470 2.153617 0.006 -0.027 -0.027 0.068
H -5.703634 -0.262999 1.012350 0.015 0.031 -0.004 0.083
H 5.011151 -2.694991 -0.972151 0.009 -0.007 0.003 0.123